The following is a DFT calculation (the ωB97M-V functional and the def2-TZVPD basis) of CH5NO2S2 as an isolated structure at a distorted geometry.

Output
- Gap between HOMO and LUMO: 0.3761 Ha

The geometry in ORCA input format:
```
! wB97M-V def2-TZVPD RIJCOSX def2/J DEFGRID3
* xyz 0 1
C 0.72391 0.23922 0.93198
N -1.09619 -0.94228 -0.97794
O -0.76637 1.47524 -0.93640
O -1.93946 0.49198 0.93399
S 2.09701 0.50235 -0.12589
S -0.86998 0.44835 0.02616
H 0.94210 -0.73690 1.49490
H 0.50337 1.30940 1.86396
H -1.15994 -0.38570 -1.86945
H -0.37713 -1.63270 -0.90341
H 1.50924 1.21820 -1.00609
*
```

Here are the natural (NBO) charges for atoms 1 to 4, given in e: number 1, C, carries -0.859; number 2, N, carries -1.053; number 3, O, carries -0.964; number 4, O, carries -0.917

The following is a DFT calculation (the ωB97M-V functional and the def2-TZVPD basis) of a 19-piece molecular cluster, C42H96F18N12O30S6 overall at a distorted geometry.

Output
- Gap between HOMO and LUMO: 0.0584 Ha

The geometry in ORCA input format:
```
! wB97M-V def2-TZVPD RIJCOSX def2/J DEFGRID3
* xyz 6 1
C -6.94029 -9.74449 1.95062
C -5.80572 -8.71299 1.82599
O -4.82776 -8.46974 2.36838
N -5.98973 -7.72366 0.61309
H -6.78636 -7.09346 0.81068
H -5.22110 -7.03409 0.75822
C -6.05031 -8.26502 -0.84274
H -7.69886 -9.15066 2.46633
H -6.62742 -10.66797 2.43332
H -7.42062 -9.88589 0.98518
H -5.04519 -8.64068 -1.04990
H -6.37938 -7.51956 -1.52501
H -6.78735 -9.10024 -0.86247
C -6.60839 2.73226 4.18933
C -5.75003 3.43034 5.20034
O -5.48838 3.15376 6.29207
N -5.00006 4.68240 4.65388
H -4.44083 4.46870 3.77619
H -5.71094 5.32345 4.33396
C -4.11652 5.35900 5.58826
H -5.98701 2.55755 3.27380
H -7.37781 3.40776 3.87204
H -6.96160 1.79202 4.65173
H -3.44828 4.66033 6.06440
H -4.65581 5.89096 6.37834
H -3.55043 6.14746 5.03020
C -1.66216 -1.11156 12.25042
C -0.17595 -0.69573 12.11593
O 0.45035 -0.26339 11.23611
N 0.56629 -0.69906 13.47459
H 0.75672 0.28798 13.71765
H -0.07327 -1.13222 14.12126
C 1.86596 -1.43369 13.24171
H -2.31969 -0.24843 12.44866
H -1.68555 -1.84532 13.06885
H -1.97449 -1.38716 11.31622
H 1.56859 -2.43426 13.07413
H 2.55033 -1.30165 14.08812
H 2.31988 -0.97406 12.33657
C -0.19942 -5.75408 4.40062
C 1.08721 -6.10945 3.70167
O 1.57166 -5.62821 2.67173
N 1.85615 -7.05683 4.44075
H 1.43351 -7.72314 5.11663
H -5.28666 -0.69696 1.72752
C 3.22511 -7.35699 3.99261
H -0.05236 -5.28815 5.38514
H -0.74675 -6.69221 4.55740
H -0.74467 -5.07836 3.72282
H 3.15264 -8.32907 3.46778
H 3.88421 -7.37252 4.85328
H 3.59430 -6.64609 3.27797
C 4.15936 3.92678 -10.72656
C 4.34830 3.87200 -9.29406
O 3.68932 3.50596 -8.36848
N 5.79969 4.32139 -8.98587
H 6.34162 3.62526 -9.54931
H 5.93614 5.24653 -9.48289
C 6.18080 4.25457 -7.54679
H 4.73721 3.10674 -11.16412
H 4.50403 4.93396 -11.10974
H 3.08761 3.73239 -10.88839
H 5.90326 5.18695 -7.05098
H 7.25123 4.06642 -7.47704
H 5.61746 3.42404 -7.11631
C -3.57258 0.98796 -7.45404
C -2.16977 1.19818 -7.11996
O -1.37385 2.00400 -7.58970
N -1.65617 0.22439 -6.08428
H -2.10484 0.50729 -5.14214
H -2.13686 -0.68412 -6.18694
C -0.15375 0.16437 -5.96991
H -4.06848 1.92517 -7.51868
H -4.06063 0.44600 -6.60219
H -3.67117 0.42290 -8.43693
H 0.17304 -0.83811 -5.79335
H 0.16354 0.82949 -5.11822
H 0.32529 0.60969 -6.85164
C 8.17576 -2.02862 0.60194
C 8.54658 -0.60456 0.18532
O 9.62299 -0.18767 0.09502
N 7.41144 0.30320 -0.23492
H 6.65586 -0.24267 -0.66791
H 6.92304 0.80039 0.62177
C 7.81821 1.42412 -1.09767
H 8.20002 -2.59039 -0.33343
H 7.20619 -2.19919 0.95483
H 8.99018 -2.39075 1.18584
H 8.67755 1.04936 -1.66785
H 8.16558 2.24620 -0.52684
H 7.01817 1.75307 -1.70516
C 4.83710 0.17050 3.34367
C 6.14777 0.85881 2.98650
O 6.23322 1.37423 1.82502
N 7.17253 0.79999 3.82782
H 4.31130 5.07314 2.37559
H 7.02183 0.51460 4.81342
C 8.61604 1.03404 3.48786
H 4.84206 -0.22610 4.40866
H 4.49561 -0.64271 2.66516
H 4.08764 0.96969 3.28862
H 9.02392 1.57749 4.35065
H 8.81299 1.54156 2.60384
H 9.12024 0.04638 3.46754
C -3.22180 11.97777 -3.50110
C -2.34764 10.94658 -3.01248
O -1.20463 10.79465 -3.13339
N -3.13731 9.78406 -2.31749
H -3.90290 10.14611 -1.74440
H -3.54522 9.18270 -3.07915
C -2.28184 8.91097 -1.43973
H -3.59238 12.51293 -2.63541
H -4.14587 11.50526 -3.90204
H -2.69879 12.62122 -4.18512
H -2.86621 8.02470 -1.14477
H -2.02367 9.49160 -0.58377
H -1.36352 8.75146 -2.02039
C 0.99573 2.16438 -0.18045
C 0.32234 1.05794 0.53327
O 0.32980 0.74376 1.68417
N -0.33917 0.14366 -0.50416
H -0.72221 0.75671 -1.20450
H 0.48904 -0.35817 -0.95189
C -1.28638 -0.93129 -0.05742
H 0.38264 2.54901 -0.99076
H 1.94494 1.83779 -0.59033
H 1.10320 3.00882 0.52493
H -0.75358 -1.40138 0.79267
H -1.49269 -1.55854 -0.90513
H -2.28886 -0.49300 0.18349
C -6.03543 -2.60512 -4.66718
C -5.82685 -1.26607 -4.16198
O -5.96332 -0.20790 -4.73599
N -5.22993 -1.26797 -2.74158
H -4.53269 -2.08712 -2.75482
H -4.61091 -0.46117 -2.54190
C -6.18703 -1.45060 -1.64874
H -5.08542 -3.16042 -4.49578
H -6.33920 -2.53879 -5.71278
H -6.88575 -3.04623 -4.11343
H -5.78168 -0.98789 -0.73979
H -6.27903 -2.52695 -1.54262
H -7.23738 -1.13001 -1.85708
C 5.03198 -6.39151 -1.33630
C 3.77115 -6.19076 -2.04219
O 3.33920 -6.70296 -3.00487
N 2.72561 -5.04597 -1.46237
H 3.04575 -4.22972 -2.01751
H 1.86498 -5.44753 -1.86281
C 2.73310 -4.75272 -0.03579
H 5.77167 -5.99340 -2.01969
H 5.24304 -7.45954 -1.22594
H 5.19377 -5.79541 -0.45500
H 3.71812 -4.38376 0.26005
H 2.48166 -5.70455 0.48060
H 1.98803 -4.00731 0.24897
C 3.34953 6.64412 0.11823
F 3.43806 7.24127 -1.09637
F 3.86227 7.38029 1.10507
F 2.07044 6.45677 0.44560
S 4.21766 5.07146 0.23710
O 3.57269 4.18098 -0.64635
O 5.59354 5.34187 0.39755
O 3.72405 4.63672 1.70833
C 2.92785 -0.73903 -3.56323
F 1.94400 -1.46214 -4.06863
F 3.89094 -0.54099 -4.45861
F 2.48149 0.47233 -3.25523
S 3.46483 -1.42546 -1.92774
O 4.42399 -0.42631 -1.60263
O 2.25571 -1.40860 -1.14417
O 4.01871 -2.78315 -2.01993
C -3.38001 3.02687 -3.24491
F -2.73791 3.53165 -4.29121
F -3.30057 3.82500 -2.20506
F -4.63166 2.94249 -3.67533
S -2.61431 1.42369 -2.94162
O -3.07375 0.68201 -4.10052
O -1.19847 1.74919 -2.88240
O -3.17342 0.79140 -1.75734
C -4.73975 -3.05733 2.55740
F -3.72792 -2.30760 2.07472
F -4.67483 -3.04559 3.89027
F -5.95853 -2.65764 2.10104
S -4.66141 -4.81771 2.05520
O -6.05229 -5.22878 2.31516
O -4.36878 -4.92490 0.64054
O -3.79144 -5.44503 3.05973
C -0.86819 4.35172 2.92318
F 0.35376 4.47163 2.40591
F -0.77538 3.43416 3.88942
F -1.26327 5.54649 3.41407
S -2.21143 4.00735 1.64612
O -1.89695 2.80053 0.94080
O -3.45563 3.82776 2.39777
O -2.26591 5.25729 0.90901
C -0.71422 -3.99527 -3.57202
F -0.32119 -4.33944 -2.33271
F 0.33397 -3.78802 -4.36783
F -1.35603 -5.12393 -3.92641
S -1.73668 -2.49444 -3.68132
O -2.12329 -2.35569 -5.09011
O -2.86994 -2.70264 -2.82311
O -0.91618 -1.40476 -3.27472
*
```

Here are the Mulliken charges for atoms 1 to 4, given in e: number 1, C, carries -1.038; number 2, C, carries 0.721; number 3, O, carries -0.326; number 4, N, carries -0.049

The following is a DFT calculation (the ωB97M-V functional and the def2-TZVPD basis) of C25H44EuO2P2 as an isolated structure at a distorted geometry.

Output
- Gap between HOMO and LUMO (alpha / beta): 0.2680 / 0.1705 Ha
- <S²>: 12.10

The geometry in ORCA input format:
```
! wB97M-V def2-TZVPD RIJCOSX def2/J DEFGRID3
* xyz 1 7
Eu -0.51243 -0.97389 0.82382
C -2.25969 0.90544 2.97870
C -2.56227 1.55993 1.74917
C -3.92874 -0.28262 1.96059
C -3.11011 -0.22545 3.10503
C -3.58466 0.80611 1.11496
C -1.30401 1.39543 4.00646
H -0.40485 1.83271 3.54937
H -0.97828 0.57900 4.66712
H -1.76794 2.16958 4.64054
C -3.19040 -1.15175 4.25773
H -2.58942 -0.78332 5.09472
H -2.83600 -2.16095 3.98952
H -4.23361 -1.24642 4.59708
C -5.00638 -1.26621 1.72863
H -5.67140 -1.32174 2.60190
H -4.60365 -2.27657 1.56016
H -5.61521 -0.99153 0.85821
C -4.24349 1.14988 -0.17071
H -5.10384 1.82047 -0.00794
H -4.61799 0.24742 -0.67187
H -3.54750 1.65281 -0.85914
C -1.99168 2.83468 1.26316
H -2.67874 3.66891 1.48112
H -1.82375 2.80782 0.17904
H -1.02818 3.05178 1.74311
C 3.80798 -0.62425 -0.95267
C 3.98698 0.60837 -0.41400
C 4.41793 1.81694 -1.20383
C 3.76715 1.98636 -2.58310
C 2.37026 1.43605 -2.71804
C 2.10184 0.20743 -3.22909
C 3.13257 -0.84916 -3.43632
C 4.23741 -0.92373 -2.35267
H 5.50728 1.77036 -1.34082
H 4.44319 1.61426 -3.36781
H 4.25079 2.72559 -0.60650
H 5.08473 -0.29589 -2.65827
H 3.53360 -1.50681 -0.35115
H 4.15113 0.78804 0.65886
H 4.64553 -1.94140 -2.37173
H 2.65018 -1.83490 -3.50496
H 1.17954 0.03686 -3.79149
H 3.62494 -0.70277 -4.41885
H 3.71048 3.06396 -2.77290
H 1.57910 2.18309 -2.57053
P 1.64515 0.70371 1.30155
C 2.73944 -0.59676 2.02797
C 2.24084 2.41983 1.17960
P -0.51615 0.22230 -1.72741
C 1.17234 0.14076 -0.47307
C -0.72415 1.63693 -2.85628
C -0.42857 -1.36717 -2.63578
H 2.20421 -1.55852 2.12744
H 3.03063 -0.26276 3.03616
H 3.66688 -0.81729 1.49438
H 2.60423 2.68600 0.17434
H 3.02883 2.62402 1.92833
H 1.37298 3.07248 1.40913
H 0.60734 -1.62289 -2.90552
H -1.01521 -1.29390 -3.56467
H -0.83753 -2.21255 -2.03117
H 1.53340 -0.89457 -0.61941
H 1.83995 0.77106 -1.05756
H -1.80119 1.74014 -3.06941
H -0.18697 1.54956 -3.80773
H -0.40201 2.55263 -2.34215
C -2.42555 -5.35999 -0.10532
O -1.95943 -4.17903 -0.81743
C -1.43238 -3.19886 -0.14439
O -1.37384 -3.25379 1.10715
H -1.54103 -5.82961 0.32615
H -2.89008 -5.97656 -0.88500
H -3.14049 -5.05512 0.67553
*
```

Here are the Mulliken charges for atoms 1 to 4, given in e: number 1, Eu, carries 0.638; number 2, C, carries 0.389; number 3, C, carries 0.372; number 4, C, carries 0.634